Record 1
C9H30O9 | wB97M-V/def2-TZVPD

The geometry in XYZ format:
```
48
Properties=species:S:1:pos:R:3:forces:R:3:mulliken_charge:R:1
O -0.079 -4.604 -1.927 0.21 0.07 0.56 -0.59
C -0.216 -3.380 -1.187 -1.26 -0.40 -0.51 -0.28
C -1.220 -2.464 -1.960 0.54 0.62 0.80 0.08
O -0.608 -1.941 -3.105 0.37 -0.56 -1.45 -0.59
H 0.365 -4.417 -2.757 -0.06 0.23 -0.10 0.33
H -0.558 -3.661 -0.191 -0.54 -0.13 -0.10 0.24
H 0.761 -2.952 -0.964 0.13 0.56 -0.54 0.24
H -1.596 -1.583 -1.440 0.12 -0.27 0.98 0.05
H -2.123 -2.979 -2.288 0.28 -0.49 0.17 0.24
H 0.203 -1.501 -2.841 0.10 0.31 0.11 0.45
O 1.996 2.713 -1.294 0.17 -0.17 -0.49 -0.46
C 2.916 1.700 -1.657 0.79 -2.20 0.86 -0.67
C 2.326 0.271 -1.386 -0.46 0.67 -0.32 -0.21
O 1.178 -0.043 -2.184 0.84 0.49 0.12 -0.58
H 2.462 3.550 -1.360 -0.22 0.24 0.04 0.25
H 3.378 1.766 -2.642 -0.80 0.26 -0.50 0.36
H 3.795 1.737 -1.013 0.10 0.15 0.46 0.38
H 2.043 0.168 -0.339 -0.02 0.33 0.23 -0.09
H 3.045 -0.531 -1.554 0.27 0.33 -0.29 0.49
H 0.612 0.729 -2.120 -0.55 0.00 -0.04 0.33
O -0.428 2.109 -0.185 -0.93 -0.66 0.17 -0.41
C -1.422 3.111 -0.194 0.13 1.45 1.50 -0.63
C -1.098 4.148 1.003 0.11 -0.83 -1.52 -0.36
O -0.103 5.015 0.470 -0.02 0.31 -0.22 -0.54
H 0.396 2.499 -0.486 0.51 0.20 -0.10 0.28
H -1.471 3.555 -1.188 0.39 0.77 0.17 0.42
H -2.442 2.735 -0.104 0.22 -0.73 0.56 0.45
H -0.644 3.652 1.861 -0.23 -0.73 -0.11 0.27
H -1.965 4.674 1.405 -0.26 0.22 -0.47 0.38
H 0.319 5.499 1.184 -0.02 0.04 0.06 0.30
C 3.244 -0.240 2.217 -0.17 -0.90 -0.34 -0.49
O 2.694 -1.595 2.181 0.33 1.56 0.06 -0.49
H 2.469 0.523 2.287 -0.21 -0.04 0.22 0.23
H 3.938 -0.161 3.055 0.09 0.20 -0.09 0.35
H 3.750 -0.044 1.272 0.19 -0.29 0.13 0.12
H 2.186 -1.618 2.995 -0.20 -0.50 0.04 0.29
C -0.750 -0.662 1.863 1.08 1.12 -0.72 -0.15
O -1.782 0.006 1.155 -0.58 -0.47 0.64 -0.59
H -0.750 -1.725 1.622 -0.17 0.06 0.37 0.19
H 0.185 -0.232 1.506 0.41 -0.40 -0.33 -0.23
H -0.690 -0.397 2.918 -0.73 -0.52 0.34 0.32
H -1.449 0.861 0.875 0.26 0.05 -0.28 0.28
C -3.968 -2.640 1.233 -1.02 -0.31 0.17 -0.65
O -3.621 -1.821 0.153 0.18 -0.21 0.02 -0.46
H -4.406 -3.557 0.839 0.37 -0.25 0.06 0.27
H -3.150 -2.836 1.927 0.24 -0.27 -0.16 0.24
H -4.768 -2.205 1.831 -0.15 0.31 0.19 0.28
H -2.950 -1.235 0.512 0.19 0.75 -0.34 0.36
```
Forces are in eV/Å.

Results
Structure (SMILES) ... OCCO.OCCO.OCCO.CO.CO.CO
Electronic energy ... -1037.93173 Ha
ΔE to the lowest compared entry with this formula, charge and spin ... 0.8649 eV
HOMO level ... -9.02 eV
Gap between HOMO and LUMO ... 9.11 eV



Record 2
C39H78Cl6O26 | wB97M-V/def2-TZVPD

The geometry in XYZ format:
```
149
Properties=species:S:1:pos:R:3:forces:R:3:mulliken_charge:R:1
C -1.576 -5.420 9.226 0.66 -1.10 -1.21 -1.07
C -1.084 -4.949 7.840 -0.06 -0.06 0.78 -0.26
O -1.482 -3.609 7.957 -0.78 4.39 -2.36 -0.20
C -1.588 -2.710 6.900 -0.33 -0.58 -3.48 0.65
O -1.659 -2.982 5.637 0.57 1.06 6.02 -0.60
O -1.679 -1.429 7.429 0.26 -4.10 0.71 -0.28
C -1.635 -0.294 6.633 -0.39 0.46 -1.08 -0.63
H -1.139 -4.774 9.987 -0.22 -0.11 -0.04 0.29
H -1.249 -6.449 9.369 -0.06 -0.06 0.29 0.39
H -2.666 -5.397 9.217 0.11 0.13 0.25 0.29
H -1.524 -5.437 6.971 -0.13 -0.07 0.14 0.32
H 0.002 -4.921 7.742 0.08 -0.47 0.04 0.28
H -2.135 -0.442 5.676 -0.06 -0.10 -0.02 0.33
H -0.599 -0.023 6.429 -0.04 0.28 0.19 0.26
H -2.196 0.435 7.217 0.41 0.31 -0.23 0.22
C -2.126 1.088 -0.132 1.73 0.52 0.84 -1.08
C -0.553 0.951 0.202 -1.54 -0.62 -1.55 -0.24
O 0.044 2.211 0.314 1.85 2.49 2.40 -0.23
C 1.199 2.373 1.086 2.39 -0.44 -1.69 0.61
O 2.043 1.478 1.296 -3.05 2.92 0.11 -0.56
O 1.403 3.771 1.265 -1.12 -2.26 -0.45 -0.25
C 2.544 4.310 1.932 1.16 -0.97 0.72 -0.66
H -2.335 1.908 -0.818 0.58 -0.01 -0.28 0.30
H -2.706 1.380 0.744 -0.07 -0.64 0.16 0.31
H -2.437 0.170 -0.632 -0.21 -0.03 0.45 0.34
H -0.159 0.535 -0.725 0.32 -0.51 0.21 0.22
H -0.272 0.335 1.057 -0.42 -0.13 -0.09 0.39
H 2.534 4.117 3.004 -0.63 0.21 0.13 0.29
H 2.676 5.376 1.747 -0.80 -0.13 -0.22 0.26
H 3.505 3.866 1.673 -0.20 -0.41 -0.75 0.30
C 3.228 3.646 12.218 0.88 -1.13 0.16 -1.15
C 2.508 2.755 11.240 -0.17 0.34 0.27 -0.20
O 3.256 2.712 10.011 -0.31 0.85 0.14 -0.29
C 3.472 1.598 9.322 -0.60 -1.65 2.60 0.82
O 2.958 0.509 9.580 1.00 1.74 -1.19 -0.61
O 4.463 1.898 8.500 -0.95 1.43 0.70 -0.32
C 5.213 0.901 7.955 0.54 -1.70 -1.99 -0.65
H 2.826 3.475 13.217 -0.77 0.75 -0.09 0.37
H 3.283 4.674 11.860 0.21 -0.09 0.49 0.29
H 4.181 3.147 12.393 0.70 0.70 -0.44 0.33
H 1.562 3.264 11.057 -0.36 -0.82 -0.34 0.27
H 2.456 1.778 11.722 -0.52 -0.17 -0.64 0.31
H 5.390 1.236 6.933 0.34 -0.29 -0.08 0.22
H 4.648 -0.030 7.906 0.13 -0.11 0.11 0.34
H 6.173 0.739 8.447 -0.12 0.17 0.30 0.25
C 3.999 0.231 -6.068 -0.05 -0.03 -0.08 -1.15
C 4.341 -1.073 -6.798 1.11 0.75 0.70 -0.17
O 3.544 -1.205 -7.941 0.12 -1.97 -3.07 -0.23
C 3.967 -2.064 -9.007 0.96 0.13 -0.28 0.68
O 4.999 -2.743 -9.085 -3.05 1.96 0.65 -0.57
O 3.022 -1.894 -9.993 0.64 -0.64 1.13 -0.30
C 3.043 -2.566 -11.299 0.75 0.48 0.53 -0.60
H 4.448 0.133 -5.080 -0.25 0.21 0.16 0.33
H 2.938 0.477 -6.009 -0.13 -0.60 0.27 0.32
H 4.411 1.133 -6.522 0.39 -0.26 -0.30 0.30
H 4.273 -1.932 -6.131 -0.44 -0.11 -0.06 0.29
H 5.401 -0.996 -7.043 0.08 -0.21 -0.38 0.29
H 3.851 -3.280 -11.458 0.19 0.15 0.56 0.32
H 3.181 -1.742 -11.999 -0.23 -0.22 -0.15 0.24
H 2.107 -3.098 -11.469 -0.08 0.35 0.32 0.24
C 13.328 12.320 2.463 -0.52 -1.10 -0.48 -1.17
C 11.957 11.628 2.797 1.50 1.60 2.11 -0.22
O 12.056 10.249 2.560 1.13 -0.39 -1.48 -0.22
C 11.086 9.420 2.803 -3.65 -0.75 1.59 0.73
O 9.925 9.680 3.166 2.70 -0.23 -0.86 -0.59
O 11.552 8.168 2.648 0.31 0.76 0.06 -0.32
C 10.831 7.039 3.112 -0.03 -1.00 -0.52 -0.66
H 13.451 13.329 2.854 -0.79 0.20 -0.44 0.38
H 13.476 12.225 1.387 0.19 0.56 -0.04 0.30
H 14.190 11.839 2.925 -0.31 -0.67 0.11 0.32
H 11.089 12.139 2.382 0.07 -0.41 -0.31 0.34
H 11.922 11.687 3.885 -0.67 0.36 0.16 0.26
H 10.830 6.867 4.189 0.19 0.64 0.10 0.29
H 11.406 6.230 2.661 -0.15 -0.16 0.14 0.25
H 9.806 6.936 2.757 0.02 0.58 -0.13 0.30
C -10.771 -6.547 -4.433 0.47 0.39 0.77 -1.13
C -9.236 -6.615 -4.311 -0.85 -0.30 0.38 -0.14
O -8.929 -6.635 -2.865 1.21 0.88 0.15 -0.26
C -7.760 -6.084 -2.365 -0.48 0.70 -0.40 0.67
O -6.760 -5.799 -3.004 -1.78 -0.67 1.48 -0.54
O -8.014 -5.821 -1.009 -0.78 -1.18 -2.47 -0.29
C -6.968 -5.462 -0.167 1.88 -0.37 0.56 -0.69
H -11.106 -5.556 -4.124 -0.11 0.04 -0.12 0.29
H -11.235 -7.251 -3.743 0.05 -0.16 -0.14 0.31
H -11.115 -6.745 -5.448 0.18 0.00 0.01 0.37
H -8.804 -5.762 -4.833 0.42 -0.14 0.33 0.29
H -8.945 -7.562 -4.767 0.60 0.13 0.20 0.27
H -6.989 -5.970 0.797 -1.15 0.09 0.16 0.28
H -6.921 -4.385 -0.004 0.11 -0.07 -0.21 0.26
H -6.024 -5.895 -0.496 0.24 0.67 -0.72 0.32
C 9.223 -6.204 -3.425 0.39 0.01 0.02 -1.12
C 8.402 -4.993 -3.804 -0.30 -1.05 0.16 -0.14
O 8.277 -4.056 -2.756 -0.98 0.85 1.14 -0.31
C 9.139 -3.095 -2.509 2.87 0.14 -1.70 0.71
O 10.318 -3.119 -2.876 -1.98 0.44 0.89 -0.58
O 8.504 -2.095 -1.901 -1.11 -1.57 -0.85 -0.28
C 9.076 -0.899 -1.541 0.63 1.83 1.44 -0.69
H 8.843 -7.106 -3.906 0.10 0.13 -0.36 0.36
H 9.125 -6.414 -2.360 0.23 0.23 0.07 0.32
H 10.255 -6.013 -3.719 0.09 -0.39 0.36 0.28
H 7.367 -5.329 -3.866 0.01 0.23 -0.71 0.27
H 8.790 -4.540 -4.716 -0.28 0.18 0.05 0.32
H 9.755 -0.361 -2.202 0.25 -0.90 -0.48 0.31
H 9.533 -1.022 -0.559 0.36 0.13 -0.04 0.30
H 8.266 -0.184 -1.397 -0.28 -0.25 0.01 0.26
C -13.895 4.787 -1.347 -0.17 -1.15 0.72 -1.10
C -13.844 3.376 -0.596 -1.69 2.63 0.03 -0.26
O -12.984 2.654 -1.409 0.73 1.90 -1.40 -0.22
C -12.670 1.428 -1.262 -0.86 -3.25 2.98 0.75
O -13.216 0.655 -0.456 1.37 1.24 -1.95 -0.60
O -11.614 1.179 -2.042 -0.39 -0.28 -0.38 -0.30
C -11.029 -0.087 -1.918 1.75 -1.72 0.71 -0.73
H -12.926 5.286 -1.311 0.16 -0.41 -0.45 0.28
H -14.582 5.558 -1.000 -0.35 -0.52 0.54 0.39
H -14.239 4.497 -2.340 0.48 0.45 -0.24 0.30
H -14.856 2.971 -0.591 0.08 -0.32 -0.09 0.28
H -13.541 3.466 0.447 0.49 -0.25 -0.13 0.32
H -10.922 -0.425 -0.888 -0.48 0.33 0.22 0.32
H -9.993 -0.070 -2.257 -0.03 0.79 -0.26 0.29
H -11.412 -0.955 -2.455 -1.06 0.56 -0.30 0.30
C -3.459 -3.394 -7.175 0.86 0.15 0.44 -1.07
C -2.596 -4.377 -8.003 0.34 1.69 0.99 -0.20
O -3.219 -5.627 -7.973 -1.09 -0.45 -1.10 -0.31
C -4.282 -5.825 -8.782 -0.84 -2.35 -1.21 0.70
C -4.794 -7.272 -8.558 -0.57 0.60 -0.31 -1.01
O -4.780 -5.144 -9.661 1.42 0.29 1.63 -0.54
H -2.936 -2.478 -6.901 0.34 0.10 -0.45 0.37
H -3.526 -3.890 -6.207 -0.60 -0.09 0.04 0.29
H -4.438 -3.072 -7.531 0.09 -0.55 -0.34 0.30
H -2.258 -4.067 -8.992 -0.61 0.02 -0.20 0.32
H -1.684 -4.537 -7.428 0.07 0.07 -0.01 0.25
H -4.990 -7.454 -7.501 0.14 -0.12 -0.08 0.27
H -4.172 -8.060 -8.983 0.65 0.33 0.33 0.28
H -5.708 -7.393 -9.139 -0.21 0.31 0.28 0.34
Cl -6.923 5.498 4.021 0.10 -0.39 -0.16 -0.15
C -8.167 4.448 3.317 -0.91 0.39 0.58 -0.23
Cl -8.757 5.101 1.769 0.27 -0.41 0.13 -0.14
H -7.878 3.399 3.267 0.43 0.37 -0.43 0.29
H -9.015 4.503 4.000 0.11 0.03 -0.12 0.23
Cl 2.373 -4.666 0.699 0.50 0.02 0.68 -0.16
C 3.197 -4.435 2.304 -0.39 0.31 -0.74 -0.18
Cl 4.067 -5.905 2.833 -0.53 0.77 -0.10 -0.14
H 3.883 -3.596 2.196 0.17 -0.43 -0.11 0.26
H 2.396 -4.103 2.964 0.24 -0.66 0.27 0.23
Cl -2.029 8.008 -3.259 -0.11 -0.35 0.15 -0.16
C -1.905 7.601 -1.517 -0.64 1.02 -0.49 -0.17
Cl -0.466 8.375 -0.871 0.39 -0.46 0.30 -0.14
H -2.722 8.140 -1.037 -0.07 -0.50 -0.08 0.23
H -1.980 6.519 -1.404 0.44 0.28 0.14 0.24
```
Forces are in eV/Å.

Results
Structure (SMILES) ... CCOC(=O)OC.CCOC(=O)OC.CCOC(=O)OC.CCOC(=O)OC.CCOC(=O)OC.CCOC(=O)OC.CCOC(=O)OC.CCOC(=O)OC.CCOC(C)=O.ClCCl.ClCCl.ClCCl
Electronic energy ... -6250.02933 Ha
ΔE to the lowest compared entry with this formula, charge and spin ... 5.6306 eV
HOMO level ... -10.28 eV
Gap between HOMO and LUMO ... 10.42 eV



Record 3
C2H10N2O2 | wB97M-V/def2-TZVPD

The geometry in XYZ format:
```
16
Properties=species:S:1:pos:R:3:forces:R:3:mulliken_charge:R:1
N -1.003 2.140 0.950 -0.60 -0.81 -0.24 -0.48
C -0.921 0.903 0.297 0.90 0.54 0.89 0.16
C -0.757 0.803 -1.010 -0.80 -1.39 -1.12 -0.27
N -0.678 -0.484 -1.670 0.37 -0.25 0.20 -0.59
H -0.564 2.932 0.530 0.13 0.18 0.13 0.19
H -1.103 2.101 1.940 0.24 0.31 0.28 0.20
H -0.834 0.039 0.984 -0.38 0.49 -0.71 0.03
H -0.835 1.627 -1.703 0.19 0.33 0.24 0.26
H -0.668 -0.476 -2.676 -0.05 0.45 -0.06 0.23
H -1.374 -1.157 -1.384 -0.13 0.15 0.17 0.22
O 1.372 -1.369 2.304 0.40 -0.10 0.85 -0.64
H 0.575 -1.312 1.781 0.16 0.05 -0.45 0.33
H 2.105 -1.120 1.726 -0.56 0.02 -0.18 0.32
O 1.738 -1.248 -0.476 -0.67 -0.27 -0.99 -0.70
H 0.976 -1.194 -1.135 0.75 0.26 0.99 0.38
H 1.971 -2.182 -0.455 0.06 0.03 0.00 0.34
```
Forces are in eV/Å.

Results
Structure (SMILES) ... N/C=C/N.O.O
Electronic energy ... -342.15914 Ha
ΔE to the lowest compared entry with this formula, charge and spin ... 0.9449 eV
HOMO level ... -7.69 eV
Gap between HOMO and LUMO ... 8.57 eV